Entry 1:
C25H16Cl2F9N2O7Os as an isolated structure, computed with ωB97M-V/def2-TZVPD.

Geometry as XYZ:
```
62
Properties=species:S:1:pos:R:3:forces:R:3:nbo_charge:R:1
Os -0.16119 -0.35032 0.11180 0.85 0.66 -0.15 1.32
O -1.93982 0.34242 -0.32648 0.00 -1.82 1.08 -0.65
C -2.27987 1.48565 -0.80524 0.06 1.92 -0.50 0.45
C -3.58833 1.64862 -1.32591 0.34 -0.22 0.21 -0.28
C -4.01635 2.85435 -1.81232 0.01 0.07 -0.02 -0.19
C -3.16718 3.96670 -1.81262 -0.11 0.15 -0.07 -0.27
C -1.89465 3.84951 -1.31974 0.02 -0.12 0.09 -0.16
C -1.41162 2.63210 -0.80629 -0.77 -0.80 -0.25 -0.22
C -0.08691 2.58381 -0.30360 0.96 -0.32 0.27 0.05
N 0.53753 1.50606 0.10843 -1.81 -0.08 -1.37 -0.26
N 1.78968 1.67468 0.57899 1.94 0.27 0.92 -0.43
C 2.35049 0.54038 0.94669 -1.10 1.39 -0.35 0.56
O 1.72512 -0.56900 0.87170 -0.18 -0.99 -0.02 -0.68
C 3.71562 0.57375 1.49358 0.26 -0.17 0.08 -0.04
C 4.24844 1.75461 2.00337 -0.13 -0.04 -0.06 -0.19
C 5.50531 1.75119 2.57492 0.13 0.15 0.02 -0.22
C 6.24967 0.58393 2.61826 0.04 -0.04 -0.05 -0.21
C 5.73128 -0.58910 2.09222 0.12 -0.02 -0.03 -0.21
C 4.46373 -0.60082 1.53835 -0.19 0.10 -0.02 -0.20
H -4.22430 0.77715 -1.33867 -0.07 -0.10 0.06 0.22
H -5.02281 2.94940 -2.19737 -0.04 -0.02 -0.06 0.20
H -3.51662 4.91100 -2.20504 0.00 0.06 -0.01 0.20
H -1.23263 4.70602 -1.32200 0.06 0.06 0.02 0.20
H 0.48261 3.50960 -0.26158 0.01 -0.05 0.16 0.19
H 3.65536 2.65502 1.96172 -0.06 0.06 0.00 0.24
H 5.91167 2.66148 2.99423 0.00 0.06 0.00 0.21
H 7.23529 0.59193 3.05888 0.10 -0.03 0.06 0.21
H 6.32306 -1.49247 2.11905 -0.01 -0.11 0.01 0.21
H 4.02748 -1.50580 1.14272 -0.06 -0.12 0.00 0.24
O -0.90363 -2.52883 -2.78826 -0.84 -0.75 0.13 -0.82
Cl 0.16411 -1.61744 -2.68715 -0.20 0.19 -1.01 2.58
O 1.00019 -1.91292 -1.55427 0.76 -0.34 1.46 -0.86
O 0.95531 -1.64701 -3.86258 0.74 -0.02 -0.87 -0.85
O -0.33768 -0.27686 -2.49347 -0.31 0.98 0.16 -0.87
Cl 8.13842 2.82947 -2.49525 0.05 0.07 0.01 0.01
C 6.47378 2.37581 -2.38374 -0.19 -0.25 0.05 -0.01
C 5.48235 3.27904 -2.76288 0.18 0.07 -0.02 -0.27
C 4.16564 2.90981 -2.68948 -0.25 -0.36 0.11 -0.08
C 3.78350 1.61261 -2.24332 1.17 0.33 0.08 -0.18
C 2.46890 1.21027 -2.18499 -0.68 -0.32 0.15 -0.14
C 4.83101 0.72361 -1.86654 -0.59 0.17 -0.08 -0.12
C 6.14592 1.09732 -1.93709 0.41 0.15 -0.03 -0.24
H 5.76513 4.25958 -3.11226 0.02 0.11 -0.03 0.22
H 3.39176 3.60143 -2.98474 -0.11 0.13 -0.03 0.21
H 2.21589 0.21126 -1.87647 -0.12 -0.31 -0.09 0.22
H 1.66576 1.85451 -2.49453 -0.22 0.09 -0.09 0.21
H 4.55967 -0.26623 -1.53817 -0.01 -0.20 0.11 0.23
H 6.93452 0.41210 -1.65720 -0.01 0.00 0.03 0.23
F -1.63643 -4.36965 3.56578 0.06 0.03 0.23 -0.33
C -1.53255 -3.99318 2.27583 -0.24 -0.05 0.16 0.96
F -1.12514 -5.06486 1.60351 0.32 -0.23 -0.44 -0.32
F -2.76520 -3.71769 1.86632 -0.25 0.14 -0.20 -0.31
C -0.59289 -2.76007 2.06649 0.25 0.02 0.71 0.04
O -0.81764 -2.24103 0.87522 -0.38 0.69 -1.02 -0.79
C -0.91952 -1.76023 3.22679 0.09 0.34 0.27 0.95
F -2.23310 -1.58287 3.37405 -0.32 0.01 -0.14 -0.32
F -0.39262 -0.54760 2.99050 -0.01 -0.07 0.01 -0.32
F -0.45045 -2.14724 4.42247 0.10 -0.20 0.20 -0.33
C 0.89583 -3.22295 2.27746 0.22 -0.18 0.31 0.95
F 0.98603 -4.30509 3.07659 -0.06 -0.27 0.19 -0.34
F 1.64871 -2.28597 2.86761 0.10 0.18 0.09 -0.32
F 1.47875 -3.53780 1.13486 -0.05 -0.06 -0.41 -0.30
```
Forces are in eV/Å.

The HOMO energy (spin up / spin down) comes out at -3.40 / -4.02 eV. The total charge is -1. As for the lowest unoccupied orbital energy (spin up / spin down): -0.014 / -0.012 hartree. The calculation puts the frontier orbital gap (spin up / spin down) at 3.02 / 3.71 eV.

Entry 2:
C25H16ClN4O6Ti as an isolated structure, computed with ωB97M-V/def2-TZVPD.

Geometry as XYZ:
```
53
Properties=species:S:1:pos:R:3:forces:R:3:nbo_charge:R:1
Ti -1.51082 0.68875 -0.25492 0.19 -0.24 -0.09 1.63
O -0.51468 -0.31336 -1.79926 0.01 -0.05 -0.04 -0.41
C 0.55399 0.00855 -2.65031 -0.02 0.05 0.05 0.31
C 0.74018 -0.81918 -3.73242 0.02 0.02 -0.01 -0.23
C 1.77042 -0.53083 -4.62282 -0.03 -0.04 -0.01 -0.15
C 2.59014 0.56590 -4.41185 0.02 0.03 0.01 -0.20
C 2.37970 1.38811 -3.31583 0.00 -0.02 -0.02 -0.12
C 1.34455 1.13366 -2.41577 0.02 -0.01 -0.01 -0.18
C 1.18455 2.03327 -1.28534 -0.02 -0.03 -0.01 0.22
N 0.21033 1.99879 -0.45580 0.06 0.11 0.08 -0.36
N 0.34076 2.87503 0.62758 -0.03 -0.05 -0.04 -0.34
C -0.50708 2.56560 1.54328 -0.10 -0.02 0.11 0.56
O -1.37720 1.55130 1.34147 -0.05 0.04 -0.10 -0.66
C -0.58740 3.26603 2.82609 0.05 0.02 -0.07 -0.09
C -1.56735 2.91396 3.75120 0.00 0.00 0.01 -0.19
C -1.63811 3.58116 4.96297 0.00 0.00 -0.01 -0.20
C -0.73479 4.59432 5.24973 -0.01 0.00 0.01 -0.17
C 0.24294 4.94628 4.32657 0.01 0.00 -0.01 -0.21
C 0.32033 4.28611 3.11477 0.00 0.01 0.02 -0.17
H 0.08052 -1.66530 -3.87793 0.00 0.00 0.00 0.25
H 1.92634 -1.16979 -5.48129 0.00 0.00 0.00 0.24
H 3.39174 0.78476 -5.10308 0.00 0.00 0.00 0.24
H 3.01697 2.24802 -3.15242 0.00 0.00 0.00 0.23
H 1.96429 2.77126 -1.11218 0.00 0.00 0.00 0.22
H -2.27039 2.12662 3.51953 0.00 0.00 0.00 0.23
H -2.39955 3.31212 5.68205 0.00 0.00 0.00 0.23
H -0.79233 5.11442 6.19672 0.00 0.00 0.00 0.23
H 0.94382 5.73739 4.55537 0.00 0.00 0.00 0.23
H 1.07573 4.55037 2.38818 0.00 0.00 0.00 0.24
O -4.63876 -2.72000 -2.15436 0.07 -0.01 0.00 -0.64
C -3.34168 -2.93957 -2.05922 -0.05 -0.01 -0.04 0.77
O -2.74170 -3.65977 -2.81106 0.00 -0.01 0.00 -0.55
C -2.56114 -2.20208 -0.98953 0.05 -0.02 -0.03 -0.23
C -1.29023 -2.82758 -0.59529 -0.06 -0.05 -0.04 0.38
Cl -1.23790 -4.49924 -0.40915 0.02 0.00 0.01 0.21
N -0.20671 -2.14655 -0.34847 0.03 0.07 0.07 -0.23
N -0.08162 -0.74868 -0.45919 0.00 0.03 -0.01 -0.20
C -2.80582 -0.98728 -0.51118 -0.01 0.04 0.07 -0.27
C -3.85749 -0.05369 -0.95880 0.00 0.17 -0.05 0.74
O -5.03332 -0.19153 -1.14352 -0.01 -0.02 0.02 -0.54
O -3.15822 1.09830 -1.07909 -0.07 -0.02 0.09 -0.65
C 1.00476 -2.73734 0.19520 -0.02 -0.02 -0.04 0.18
C 2.09618 -2.88834 -0.64132 0.01 0.00 0.01 -0.23
C 3.25980 -3.42308 -0.11305 -0.01 0.00 0.01 -0.19
C 3.31490 -3.78137 1.22827 0.02 -0.01 -0.01 -0.18
C 2.21095 -3.60786 2.04984 -0.02 0.00 0.02 -0.19
C 1.03678 -3.07926 1.53386 0.02 -0.01 0.00 -0.23
H -4.95504 -1.97110 -1.60665 -0.04 0.01 0.02 0.52
H 2.03432 -2.59544 -1.68184 0.00 0.00 0.00 0.23
H 4.12346 -3.56115 -0.74873 0.00 0.00 0.00 0.23
H 4.22638 -4.19747 1.63523 0.00 0.00 0.00 0.23
H 2.26010 -3.88328 3.09421 0.00 0.00 0.00 0.24
H 0.16439 -2.93995 2.15949 -0.01 0.00 0.00 0.23
```
Forces are in eV/Å.

The relative energy (zero: lowest compared OMol25 entry of this formula, charge and spin) comes out at 31.41 kcal/mol. The HOMO energy comes out at -11.72 eV. The total charge is +1. As for the lowest unoccupied orbital energy: -0.183 hartree. The calculation puts the frontier orbital gap at 6.75 eV.

Entry 3:
C25H16ClN4O8Pb as an isolated structure, computed with ωB97M-V/def2-TZVPD.

Geometry as XYZ:
```
55
Properties=species:S:1:pos:R:3:forces:R:3:nbo_charge:R:1
Pb 13.35899 -10.25664 -2.44669 -1.66 0.70 2.06 1.55
O 7.31086 -9.54634 0.08931 0.00 0.71 -1.38 -0.68
C 8.49963 -9.73922 -0.58429 3.21 -0.76 -0.82 0.34
C 8.84765 -9.30901 -1.90010 -0.99 -0.65 -0.22 -0.40
C 9.99892 -9.84083 -2.57124 0.27 2.02 0.30 0.11
N 10.96430 -10.37204 -1.80461 0.09 -2.40 -1.89 -0.69
C 10.68048 -10.98122 -0.64852 0.45 0.98 1.85 0.09
C 9.56459 -10.49158 0.04967 -1.68 -0.42 -0.09 -0.35
C 11.82757 -12.22744 0.05855 -2.66 4.23 0.18 0.85
O 11.84012 -12.04107 1.25474 0.46 -0.97 0.93 -0.71
O 12.36053 -12.87736 -0.79719 1.40 -1.27 -1.59 -0.73
C 10.37014 -9.55382 -4.37753 -1.02 1.02 4.44 0.86
O 9.98884 -8.42407 -4.57669 -0.22 0.58 -1.59 -0.70
O 10.95723 -10.48614 -4.84880 0.97 -1.00 -1.08 -0.71
H 6.64879 -9.19800 -0.56316 0.99 -0.37 0.84 0.48
H 8.21509 -8.58796 -2.45271 0.14 -0.78 0.10 0.21
H 9.43061 -10.75342 1.09227 -0.06 -0.45 -0.06 0.22
Cl 19.80277 -6.80433 -5.96404 -0.14 -0.02 -0.03 0.07
C 18.66227 -7.62050 -4.98553 -1.25 -0.57 1.11 0.00
C 19.08121 -8.39336 -3.86751 -0.50 0.60 -1.13 -0.23
C 18.07488 -9.03302 -3.20487 1.00 -0.89 0.89 -0.17
C 16.69791 -9.08890 -3.63644 -1.82 -1.78 2.25 0.37
O 15.95367 -10.00177 -3.16758 1.28 0.74 -0.47 -0.50
C 16.20600 -8.13665 -4.52963 0.96 2.56 -3.38 -0.12
C 14.81431 -7.71991 -5.18677 -1.63 -0.72 1.00 0.41
O 13.68762 -7.71236 -4.69946 3.18 -0.31 -0.62 -0.43
C 17.26412 -7.49593 -5.20912 -0.50 0.55 -0.81 -0.21
H 20.14644 -8.44160 -3.67644 -0.20 -0.18 0.47 0.24
H 18.28068 -9.64146 -2.31353 -0.07 0.15 -0.50 0.25
H 14.94301 -7.40510 -6.26834 0.14 -0.11 0.95 0.13
H 16.98320 -6.85479 -6.04627 0.10 -0.03 0.15 0.22
O 13.42040 -8.64127 -0.48440 -0.36 -0.42 -1.72 -0.80
C 16.30627 -10.81308 1.58511 -1.03 2.73 1.68 -0.27
C 15.26465 -10.23758 0.72579 1.15 -1.93 1.23 0.12
N 14.96902 -10.86754 -0.40055 2.43 -0.97 0.46 -0.48
C 15.87622 -11.87983 -0.71231 -2.05 0.07 -0.73 0.07
C 16.97815 -12.33658 -0.03671 0.56 1.29 2.20 -0.17
C 17.21486 -11.74324 1.26907 -0.24 -0.98 -2.74 -0.14
C 17.98125 -13.19863 -0.58522 -0.35 -1.96 -1.90 -0.12
C 17.92105 -14.01065 -1.69683 1.99 0.72 0.98 -0.24
C 16.91829 -14.58140 -2.56207 -1.25 -0.13 -0.98 0.20
C 17.27454 -15.43316 -3.64036 0.84 0.69 1.15 -0.30
C 16.26822 -16.00633 -4.34480 -1.71 -0.78 -0.78 0.05
N 14.93497 -15.79207 -4.13046 1.24 0.65 0.68 -0.44
C 14.70052 -14.92295 -3.12424 0.04 -0.66 -0.52 0.26
N 15.61409 -14.34759 -2.35264 0.42 0.06 0.16 -0.46
H 16.44194 -10.38806 2.59113 -0.38 0.27 -0.53 0.21
H 14.71468 -9.35616 1.05500 -0.12 -0.39 -0.43 0.26
H 15.57123 -12.43542 -1.58180 0.20 0.14 -0.27 0.23
H 18.10227 -11.97667 1.86065 -0.49 -0.09 0.02 0.21
H 18.94704 -13.29509 -0.06924 -0.40 0.63 -0.16 0.21
H 18.93439 -14.30626 -2.00225 -0.39 -0.42 0.21 0.19
H 18.31410 -15.67143 -3.87643 -0.30 0.14 0.16 0.22
H 16.52101 -16.72896 -5.13363 -0.26 0.37 0.22 0.19
H 13.66544 -14.66404 -2.87548 0.27 -0.19 -0.23 0.22
```
Forces are in eV/Å.

The HOMO energy (spin up / spin down) comes out at -4.17 / -4.18 eV. The total charge is -1. As for the lowest unoccupied orbital energy (spin up / spin down): -0.053 / 0.042 hartree. The calculation puts the frontier orbital gap (spin up / spin down) at 2.71 / 5.33 eV.

Entry 4:
C25H16F6N4O10S3Ti as an isolated structure, computed with ωB97M-V/def2-TZVPD.

Geometry as XYZ:
```
65
Properties=species:S:1:pos:R:3:forces:R:3:nbo_charge:R:1
Ti 0.18226 0.93516 -0.57751 -3.45 -0.29 0.06 1.62
O 1.89371 1.67695 2.95173 0.13 -0.07 0.09 -0.64
C 1.61250 1.38081 1.80611 -0.02 0.12 0.08 0.77
O 0.43839 1.15851 1.32585 1.00 0.10 1.16 -0.70
C 2.72296 1.22685 0.77240 0.02 -0.01 0.02 0.12
C 4.04270 1.48787 1.06295 0.19 -0.03 0.11 -0.22
C 4.98395 1.34580 0.05356 -0.08 0.00 0.04 -0.15
C 4.56704 0.95110 -1.20409 0.13 -0.10 0.03 -0.23
C 3.22324 0.69956 -1.41919 -0.16 -0.24 -0.16 0.10
N 2.32836 0.82586 -0.44250 0.55 0.40 0.47 -0.47
H 4.30019 1.79447 2.06706 -0.04 0.04 -0.01 0.24
H 6.03115 1.54390 0.24567 -0.01 0.03 0.00 0.21
H 5.27198 0.83163 -2.01462 -0.06 0.02 -0.04 0.22
H 2.83954 0.38596 -2.38184 -0.03 0.06 -0.01 0.26
F 1.34840 -0.10698 -5.22736 0.06 0.21 -0.22 -0.47
C 0.05828 0.20578 -5.77643 -0.33 -0.55 -0.07 0.45
F 0.34953 1.33446 -6.57850 0.25 -0.12 0.05 -0.45
F -0.01620 -0.80825 -6.78206 0.02 0.11 0.02 -0.47
S 0.20830 1.98197 -3.46112 0.38 0.97 -0.44 1.75
O 0.40089 0.79761 -2.37062 0.06 0.24 -0.51 -0.94
O -0.92432 2.78503 -2.99822 -0.05 -0.36 -0.43 -0.96
N 1.61945 2.91804 -3.01874 -0.59 -0.15 0.63 -1.16
S 1.48773 3.58480 -1.64609 0.38 0.43 -0.34 2.22
O 2.72883 4.09186 -1.11632 -0.01 -0.24 0.00 -0.95
O 0.67698 2.82554 -0.63118 0.77 1.26 -0.53 -0.94
C 0.49384 5.17414 -1.72277 0.26 0.22 0.38 0.73
F -0.81570 5.07543 -1.69869 -0.12 -0.14 -0.06 -0.29
F 0.86198 5.85359 -2.81571 0.00 -0.03 -0.12 -0.33
F 0.85310 5.91567 -0.65193 -0.05 0.01 -0.06 -0.33
C -1.31999 -1.87097 -2.64272 0.03 0.07 0.22 -0.67
C -2.14488 -1.60177 -1.41750 0.07 0.12 -0.25 0.29
C -2.88551 -2.66737 -0.84206 0.02 -0.10 -0.01 -0.27
C -3.69456 -2.44121 0.22652 -0.01 -0.02 0.02 -0.15
C -3.80790 -1.13169 0.74291 0.08 0.12 -0.07 -0.12
C -4.69606 -0.78711 1.78732 -0.03 -0.11 0.08 -0.24
C -4.74341 0.50457 2.23240 0.00 0.10 -0.05 -0.20
C -3.90942 1.49172 1.67478 0.06 -0.10 0.01 -0.26
C -3.00384 1.19166 0.67441 0.05 0.04 0.03 -0.16
S -1.92392 2.36670 0.01005 0.43 -0.35 -0.22 -0.09
C -2.97593 -0.14423 0.16685 -0.19 -0.03 0.03 0.21
N -2.15399 -0.39526 -0.89098 0.01 -0.36 0.14 -0.44
H -1.91673 -2.40456 -3.38401 -0.01 0.02 -0.02 0.21
H -0.46565 -2.49514 -2.37342 -0.01 -0.02 -0.05 0.25
H -0.94185 -0.95070 -3.07633 -0.07 -0.03 -0.11 0.27
H -2.77330 -3.66029 -1.26177 -0.04 0.04 -0.04 0.21
H -4.25088 -3.24924 0.69208 -0.02 0.03 -0.04 0.20
H -5.33141 -1.55514 2.21641 0.06 0.01 0.01 0.19
H -5.41773 0.77293 3.03875 -0.01 0.02 -0.04 0.20
H -3.94576 2.51103 2.03902 0.00 -0.04 0.06 0.21
O 1.00702 -2.97744 -0.56582 0.11 -0.14 -0.14 -0.60
C 0.72432 -2.04981 0.15735 -0.18 0.23 0.20 0.81
O 0.30104 -0.88576 -0.22834 0.52 -1.43 0.05 -0.73
C 0.79984 -2.21991 1.65626 0.03 0.06 -0.03 -0.12
C 1.87234 -1.70892 2.37205 -0.02 -0.06 0.07 -0.15
C 1.93820 -1.87208 3.74870 0.06 0.01 -0.04 -0.20
C 0.95102 -2.57395 4.41430 -0.06 -0.11 0.25 -0.19
C -0.09829 -3.10453 3.68268 0.25 0.18 -0.15 -0.01
C -0.19384 -2.92525 2.31562 -0.30 -0.19 -0.06 -0.12
N -1.12005 -3.89983 4.37556 -0.05 -0.01 0.05 0.54
O -2.02558 -4.37031 3.71718 0.00 0.01 -0.03 -0.38
O -0.99968 -4.06048 5.57838 0.01 0.02 -0.01 -0.40
H 2.66925 -1.19261 1.85211 -0.04 0.06 0.01 0.22
H 2.76415 -1.44286 4.30017 -0.02 0.00 0.01 0.22
H 0.97925 -2.72998 5.48277 0.03 0.04 -0.01 0.24
H -1.03531 -3.34334 1.77849 0.04 0.04 -0.04 0.25
```
Forces are in eV/Å.

The relative energy (zero: lowest compared OMol25 entry of this formula, charge and spin) comes out at 9.17 kcal/mol. The HOMO energy comes out at -1.45 eV. The total charge is -2. As for the lowest unoccupied orbital energy: 0.115 hartree. The calculation puts the frontier orbital gap at 4.58 eV.

- Among the records above, which one has the highest total charge?
  C25H16ClN4O6Ti